Density functional theory data (wB97M-V/def2-TZVPD) for 5 unconnected molecules or ions with the total composition C36H56BrF12O13PS2 in a non-equilibrium geometry.

Computed properties:
- SMILES string = CCP(CC)[C@@]1(CCOC(C)=O)C(=O)O[C@@](Br)(CCCS)[C@@]1(CCCS)COC.CCOC(=O)C(F)(F)F.CCOC(=O)C(F)(F)F.CCOC(=O)C(F)(F)F.CCOC(=O)C(F)(F)F
- lowest unoccupied orbital energy (eV) = -0.01
- frontier orbital gap (eV) = 7.1
- HOMO (eV) = -7.1
- DFT total energy (eV) = -198457.2069
- net charge = 0
- ΔE to the lowest compared entry with this formula, charge and spin (kcal/mol) = 275.32

Cartesian coordinates (Å):
C1 4.529 -3.984 -3.347
C2 3.767 -2.802 -2.440
P1 1.933 -3.158 -2.480
C3 1.379 -4.896 -2.090
C4 2.229 -5.417 -0.745
C5 0.748 -1.747 -2.213
C6 1.503 -0.455 -2.932
C7 2.565 0.343 -1.984
O1 3.642 0.862 -2.886
C8 3.133 2.151 -3.426
C9 3.360 3.489 -2.506
O2 2.489 2.150 -4.616
C10 -0.454 -2.052 -3.341
O3 -0.518 -2.998 -4.281
O4 -1.430 -1.006 -2.933
C11 -1.353 -0.607 -1.488
Br1 -1.189 1.385 -1.567
C12 -2.909 -0.797 -1.030
C13 -3.229 -0.571 0.554
C14 -3.692 0.987 0.939
S1 -5.279 1.522 0.082
C15 -0.154 -1.531 -0.864
C16 0.520 -0.761 0.455
C17 1.837 -1.551 1.063
C18 1.486 -1.999 2.635
S2 1.399 -0.478 3.724
C19 -0.634 -2.942 -0.102
O5 -1.627 -3.715 -0.852
C20 -2.125 -4.807 0.050
H1 5.028 -3.536 -4.325
H2 3.672 -4.712 -3.744
H3 5.253 -4.648 -2.713
H4 4.029 -1.789 -3.016
H5 4.295 -2.733 -1.396
H6 1.774 -5.614 -2.961
H7 0.234 -5.112 -2.008
H8 2.845 -6.388 -1.034
H9 3.019 -4.603 -0.415
H10 1.503 -5.747 0.127
H11 2.148 -0.941 -3.813
H12 0.770 0.291 -3.458
H13 3.135 -0.347 -1.203
H14 2.075 1.259 -1.417
H15 2.726 3.358 -1.527
H16 4.489 3.536 -2.200
H17 3.079 4.497 -3.036
H18 -3.544 -0.003 -1.657
H19 -3.382 -1.850 -1.333
H20 -4.199 -1.225 0.794
H21 -2.408 -0.939 1.300
H22 -2.822 1.764 0.843
H23 -3.954 0.941 2.103
H24 -5.440 2.937 0.205
H25 -0.247 -0.679 1.360
H26 0.869 0.331 0.228
H27 2.769 -0.827 1.156
H28 2.137 -2.517 0.475
H29 0.397 -2.483 2.595
H30 2.190 -2.855 3.032
H31 1.828 -0.730 5.036
H32 0.261 -3.656 0.141
H33 -1.112 -2.656 0.954
H34 -2.394 -5.779 -0.547
H35 -1.293 -5.010 0.848
H36 -3.055 -4.365 0.616
C21 4.201 6.929 -5.852
C22 4.245 7.227 -4.364
O6 4.981 8.433 -4.110
C23 4.302 9.606 -4.316
O7 3.137 9.666 -4.700
C24 5.183 10.806 -3.966
F1 6.440 10.709 -4.488
F2 5.342 10.950 -2.618
F3 4.678 11.989 -4.418
H37 5.213 6.896 -6.268
H38 3.708 5.972 -6.040
H39 3.659 7.709 -6.395
H40 4.772 6.418 -3.846
H41 3.240 7.286 -3.931
C25 7.103 3.297 4.617
C26 5.671 3.691 4.303
O8 4.748 2.806 4.953
C27 4.514 3.052 6.282
O9 5.047 3.959 6.915
C28 3.481 2.071 6.838
F4 3.730 0.779 6.473
F5 2.219 2.352 6.401
F6 3.421 2.072 8.199
H42 7.278 2.248 4.361
H43 7.808 3.922 4.061
H44 7.317 3.403 5.685
H45 5.496 3.598 3.225
H46 5.468 4.734 4.572
C29 -6.525 0.162 7.237
C30 -6.823 -0.383 5.853
O10 -5.607 -0.684 5.153
C31 -5.003 -1.871 5.480
O11 -5.440 -2.654 6.319
C32 -3.749 -2.088 4.632
F7 -2.957 -0.979 4.566
F8 -4.052 -2.415 3.342
F9 -2.954 -3.091 5.102
H47 -5.854 1.025 7.175
H48 -7.447 0.463 7.742
H49 -6.021 -0.587 7.857
H50 -7.348 0.379 5.266
H51 -7.477 -1.262 5.894
C33 -5.115 -3.301 -3.345
C34 -6.547 -2.906 -3.659
O12 -7.470 -3.791 -3.008
C35 -7.704 -3.545 -1.679
O13 -7.171 -2.638 -1.046
C36 -8.737 -4.527 -1.124
F10 -8.488 -5.818 -1.489
F11 -9.999 -4.245 -1.561
F12 -8.797 -4.525 0.238
H52 -4.940 -4.350 -3.601
H53 -4.410 -2.675 -3.900
H54 -4.901 -3.194 -2.276
H55 -6.722 -3.000 -4.736
H56 -6.750 -1.864 -3.389

Density functional theory data (wB97M-V/def2-TZVPD) for CH4N4O in the gas phase in a non-equilibrium geometry.

Computed properties:
- lowest unoccupied orbital energy (spin up / spin down) (eV) = 0.65 / -1.42
- frontier orbital gap (spin up / spin down) (eV) = 8.0 / 7.8
- 2S+1 = 3
- HOMO (spin up / spin down) (eV) = -7.4 / -9.2
- DFT total energy (eV) = -9101.5801
- net charge = 0
- ΔE to the lowest compared entry with this formula, charge and spin (kcal/mol) = 69.94

Cartesian coordinates (Å):
C1 0.213 -0.475 0.080
N1 -2.075 -1.004 0.085
N2 -3.749 -0.636 0.041
N3 -1.567 1.162 0.131
N4 -1.214 -0.046 0.169
O1 -3.928 0.507 -0.123
H1 0.468 -0.411 1.107
H2 0.312 -1.545 -0.387
H3 0.935 -0.009 -0.487
H4 -0.886 1.867 -0.080

Density functional theory data (wB97M-V/def2-TZVPD) for a molecular structure, C5H6Cl2IrO4RuS in a non-equilibrium geometry.

Computed properties:
- lowest unoccupied orbital energy (spin up / spin down) (eV) = -16.29 / -21.22
- frontier orbital gap (spin up / spin down) (eV) = 7.2 / 5.5
- 2S+1 = 10
- HOMO (spin up / spin down) (eV) = -23.5 / -26.7
- DFT total energy (eV) = -54709.0953
- net charge = +4
- ΔE to the lowest compared entry with this formula, charge and spin (kcal/mol) = 43.75

Cartesian coordinates (Å):
Ru1 -0.032 -0.042 -3.299
Ir1 0.487 -0.017 -1.027
Cl1 -1.404 -1.522 -1.918
Cl2 -1.174 1.812 -2.091
C1 1.742 1.274 -0.601
C2 0.784 -1.468 -4.142
C3 0.832 1.112 -4.451
O1 2.479 2.096 -0.210
O2 1.336 -2.364 -4.653
O3 1.389 1.767 -5.242
C4 -0.915 -1.545 3.019
S1 -1.099 -0.248 1.811
C5 -0.517 1.073 2.915
O4 0.118 -0.525 0.826
H1 -1.581 -1.303 3.847
H2 0.129 -1.651 3.330
H3 -1.280 -2.442 2.520
H4 0.517 0.874 3.251
H5 -0.589 2.014 2.355
H6 -1.222 1.106 3.760